ORCA calculation (ωB97M-V/def2-TZVPD) on a structure of composition C42H65BN6O2PTi in a non-equilibrium geometry.

The value obtained for the HOMO-LUMO gap (spin up / spin down) is 5.85 / 7.42 eV. The value obtained for the lowest unoccupied orbital energy (spin up / spin down) is -1.9 / -1.9 eV. The energy above the lowest of the compared OMol25 structures with the same formula, charge and spin comes out at 23.2 kcal/mol. Its expectation value of S² is 2.0124. Its spin multiplicity is 3. The total charge is +1. As for the total energy: -90723.6088 eV.

Atoms and positions in Å:
Ti1 0.244233 -0.108582 -0.755856
C1 3.058180 -1.135281 -1.923474
C2 2.574004 -2.191292 -2.884861
C3 1.230493 -2.824210 -2.604641
C4 0.867174 -3.924172 -3.382498
C5 -0.299934 -4.597263 -3.111962
C6 -1.095751 -4.142339 -2.075670
C7 -0.688769 -3.020568 -1.386637
N1 0.457899 -2.360976 -1.622528
N2 2.236721 0.092619 -1.859437
C8 3.016959 1.145729 -1.163117
C9 2.748168 1.207117 0.323851
C10 3.710632 1.751715 1.161312
C11 3.441978 1.901539 2.504747
C12 2.198135 1.520822 2.964140
C13 1.290459 0.994756 2.064137
N3 1.544782 0.802983 0.763293
C14 1.678718 0.575718 -3.160893
C15 0.829122 1.793187 -2.861944
C16 0.758751 2.889290 -3.696206
C17 0.054708 4.010093 -3.285793
C18 -0.543446 3.997998 -2.041444
C19 -0.449519 2.850973 -1.271868
N4 0.218863 1.761174 -1.664542
H1 4.078248 -0.868683 -2.203146
H2 3.087923 -1.549878 -0.914553
H3 3.316919 -2.989746 -2.864531
H4 2.579981 -1.810806 -3.908888
H5 1.529811 -4.245998 -4.180500
H6 -0.585246 -5.467851 -3.696036
H7 -2.023362 -4.630626 -1.806723
H8 -1.312558 -2.600703 -0.618306
H9 2.769887 2.117694 -1.576242
H10 4.082456 0.998335 -1.333353
H11 4.661417 2.059443 0.741251
H12 4.179134 2.330370 3.174459
H13 1.908952 1.643804 4.000215
H14 0.291136 0.765471 2.390693
H15 1.038165 -0.202501 -3.573129
H16 2.449483 0.836287 -3.886934
H17 1.261212 2.861537 -4.656888
H18 -0.008681 4.884099 -3.925263
H19 -1.079312 4.854850 -1.649435
H20 -0.934008 2.776068 -0.313108
N5 -0.953092 -1.262632 1.282748
C20 -1.155768 -2.595486 1.893445
C21 0.064120 -3.165386 2.602963
C22 1.316706 -3.468593 1.786610
N6 2.109931 -2.272491 1.446853
H21 -0.718132 -0.630267 2.034704
H22 -1.834669 -0.922177 0.918424
H23 -1.453990 -3.302779 1.119235
H24 -1.970626 -2.547631 2.617066
H25 -0.262109 -4.107156 3.048808
H26 0.340608 -2.497946 3.433177
H27 1.020806 -3.958313 0.853759
H28 1.908462 -4.188294 2.354842
H29 3.028353 -2.561218 1.133194
H30 2.274835 -1.719205 2.280665
C23 -0.986659 2.346833 4.699252
C24 -2.445850 2.385190 4.227697
C25 -3.089993 3.671250 4.753392
C26 -3.153943 1.157618 4.820767
P1 -2.364139 2.208422 2.359954
C27 -1.833278 3.941673 1.940256
C28 -2.685093 5.040091 1.765355
C29 -2.196706 6.299213 1.434246
C30 -0.829248 6.504739 1.279561
C31 0.038208 5.436404 1.457975
C32 -0.465236 4.175067 1.771552
C33 -4.074945 1.996275 1.638927
C34 -5.268566 2.664087 2.331199
C35 -4.323618 0.471878 1.627716
C36 -4.006765 2.444539 0.173115
H31 -0.958275 2.439970 5.792697
H32 -0.396253 3.167877 4.280824
H33 -0.509227 1.395950 4.432005
H34 -3.186940 3.601858 5.845119
H35 -4.088153 3.847764 4.345413
H36 -2.474258 4.544510 4.530280
H37 -2.984514 1.130247 5.903644
H38 -2.761603 0.223409 4.402207
H39 -4.233242 1.171092 4.657615
H40 -3.750448 4.929141 1.907901
H41 -2.887366 7.124341 1.305559
H42 -0.446748 7.489567 1.029617
H43 1.108270 5.576380 1.344413
H44 0.229551 3.350516 1.885715
H45 -5.401639 2.329630 3.360572
H46 -6.174595 2.387125 1.781560
H47 -5.221889 3.752668 2.337163
H48 -4.142227 0.001694 2.598437
H49 -5.368669 0.278285 1.359301
H50 -3.702759 -0.013530 0.875164
H51 -3.854468 3.519399 0.064524
H52 -4.953749 2.186769 -0.314423
H53 -3.211847 1.921585 -0.362468
C37 -2.872707 1.342033 -4.313502
C38 -2.670887 -0.088129 -3.847415
C39 -2.436813 -0.996309 -5.036786
O1 -1.465699 -0.082721 -3.036756
B1 -1.790955 -0.188469 -1.660931
O2 -3.161645 -0.451592 -1.549365
C40 -3.781053 -0.590234 -2.853520
C41 -4.137230 -2.056367 -3.024827
C42 -5.050088 0.238600 -2.862258
H54 -2.010248 1.642226 -4.913558
H55 -2.944728 2.024043 -3.461169
H56 -3.771915 1.450271 -4.927330
H57 -1.672016 -0.557256 -5.682919
H58 -3.347487 -1.120108 -5.633013
H59 -2.089499 -1.981344 -4.718821
H60 -3.247355 -2.686588 -2.996127
H61 -4.660270 -2.237908 -3.968081
H62 -4.797174 -2.354642 -2.206209
H63 -4.853464 1.284803 -2.624158
H64 -5.740189 -0.157394 -2.111917
H65 -5.545551 0.188037 -3.838026

Force components x, y, z for each atom (eV/Å):
0.56 -1.84 1.05
-0.31 0.12 0.02
-0.20 -0.03 -0.05
0.27 -0.08 -0.06
0.28 0.07 -0.08
-0.10 -0.31 -0.22
-0.10 0.07 0.16
-0.06 -0.03 -0.06
-0.21 -0.01 -0.05
0.07 0.44 -0.15
-0.23 -0.36 0.06
0.10 -0.05 -0.18
0.13 -0.06 -0.30
0.26 0.18 0.21
-0.30 -0.10 0.11
0.07 0.00 0.13
0.32 0.42 0.26
0.05 0.24 0.54
0.31 -0.03 0.05
0.13 -0.13 -0.22
0.01 0.21 -0.23
-0.14 -0.04 0.28
-0.09 0.07 -0.11
-0.09 1.01 -0.58
0.16 0.01 -0.10
-0.01 0.06 0.07
0.05 -0.05 -0.05
0.02 -0.02 -0.04
-0.09 0.02 0.09
0.03 0.12 0.07
0.03 0.02 -0.04
-0.03 0.06 -0.05
-0.08 0.15 -0.09
0.16 0.00 -0.02
-0.04 -0.03 0.04
-0.05 -0.06 -0.05
0.02 0.01 -0.05
-0.09 0.00 0.06
-0.05 -0.12 -0.05
0.17 -0.05 -0.10
-0.01 0.04 0.08
0.01 -0.09 0.06
0.02 -0.07 -0.05
-0.06 0.02 0.11
0.41 -0.22 -0.13
0.21 0.06 -0.22
0.15 0.34 0.14
-0.06 0.15 -0.20
-0.21 -0.09 -0.01
-0.11 0.13 0.07
-0.15 0.10 -0.03
-0.09 0.02 0.04
-0.13 -0.08 0.06
0.02 0.04 0.13
-0.03 -0.12 0.01
0.06 0.00 -0.03
0.05 -0.12 0.05
0.06 -0.07 -0.02
-0.04 0.01 0.08
0.09 -0.02 0.14
-0.18 -0.16 0.13
-0.09 0.00 0.11
0.01 -0.05 0.06
0.41 0.52 -0.09
-0.05 0.11 -0.17
0.04 0.02 0.08
0.07 -0.11 0.02
-0.03 -0.05 0.02
-0.07 -0.08 0.02
0.03 0.06 0.05
-0.19 -0.10 0.03
-0.07 0.02 -0.04
-0.09 -0.03 0.08
-0.12 0.09 -0.04
0.00 -0.01 -0.14
-0.06 -0.07 0.02
-0.07 0.11 0.05
0.03 0.03 -0.13
0.14 -0.06 0.06
-0.03 -0.04 -0.01
-0.03 0.02 -0.10
0.00 0.08 0.04
0.09 0.02 -0.01
0.03 -0.01 -0.05
0.02 -0.04 0.02
-0.04 -0.11 0.02
-0.07 -0.02 0.01
-0.01 0.00 -0.03
0.02 -0.01 -0.06
0.03 0.03 0.04
0.03 -0.05 0.00
-0.05 0.07 -0.08
0.10 0.01 -0.02
0.00 0.01 -0.01
-0.04 -0.05 0.02
0.08 -0.01 0.02
0.02 -0.03 0.00
-0.07 0.23 -0.06
0.04 -0.07 0.24
0.01 -0.11 -0.20
-0.41 -0.22 0.13
-1.12 -0.02 -0.68
0.36 0.18 -0.11
0.24 0.07 0.03
-0.06 -0.19 -0.02
-0.21 0.09 -0.01
-0.04 0.00 0.04
0.00 -0.05 -0.07
0.10 -0.01 0.05
-0.04 -0.04 0.04
0.11 0.03 0.07
-0.04 0.06 -0.04
-0.04 0.03 0.01
0.04 0.02 0.09
0.06 0.02 -0.05
-0.02 -0.10 -0.02
0.06 0.04 -0.06
0.05 0.00 0.11